Record 1
{"formula": "C10H15N5", "method": "wB97M-V/def2-TZVPD", "smiles": "CC#N.CC#N.CC#N.CC#N.CC#N", "relative_energy_kj_mol": 110.3, "symbols": ["C", "C", "N", "H", "H", "H", "C", "C", "N", "H", "H", "H", "C", "C", "N", "H", "H", "H", "C", "C", "N", "H", "H", "H", "C", "C", "N", "H", "H", "H"], "xyz": [[-1.70, 3.09, -3.24], [-1.56, 3.15, -4.70], [-1.46, 3.18, -5.84], [-2.58, 2.49, -3.01], [-1.80, 4.12, -2.91], [-0.85, 2.60, -2.77], [-1.21, 0.06, 0.22], [-0.10, 0.87, -0.25], [0.78, 1.50, -0.62], [-1.39, 0.30, 1.27], [-0.97, -0.99, 0.15], [-2.14, 0.34, -0.28], [1.81, -2.35, -0.67], [2.92, -3.28, -0.49], [3.79, -4.00, -0.32], [1.83, -1.93, -1.68], [1.93, -1.51, 0.01], [0.84, -2.82, -0.52], [4.14, 1.32, 0.50], [4.74, 0.67, -0.66], [5.23, 0.17, -1.57], [3.10, 1.04, 0.64], [4.19, 2.40, 0.40], [4.64, 0.94, 1.40], [-4.21, -2.02, 4.60], [-3.66, -1.65, 3.29], [-3.20, -1.38, 2.28], [-3.50, -1.87, 5.41], [-4.55, -3.05, 4.51], [-5.07, -1.40, 4.85]]}

Record 2
{"formula": "C34H39N4O4Y", "method": "wB97M-V/def2-TZVPD", "total_charge": 2, "relative_energy_kj_mol": 0.0, "symbols": ["Y", "C", "C", "C", "C", "C", "N", "C", "C", "C", "N", "C", "C", "C", "C", "C", "C", "C", "C", "N", "C", "C", "C", "N", "C", "C", "C", "C", "O", "C", "O", "H", "H", "H", "H", "H", "H", "H", "H", "H", "H", "H", "H", "H", "H", "H", "H", "H", "H", "H", "H", "H", "H", "H", "H", "H", "H", "H", "H", "C", "C", "C", "C", "C", "C", "C", "C", "C", "C", "O", "O", "H", "H", "H", "H", "H", "H", "H", "H", "H", "H", "H"], "xyz": [[-0.90, 0.10, 0.45], [-0.93, -5.81, 4.19], [-0.93, -4.36, 3.80], [0.02, -3.47, 4.30], [-0.03, -2.12, 3.95], [0.71, -1.05, 4.58], [1.98, -0.85, 4.53], [2.92, -1.48, 3.59], [2.93, -0.73, 2.25], [3.07, 0.79, 2.43], [3.69, 1.43, 1.27], [3.39, 2.55, 0.67], [2.20, 3.32, 0.63], [2.38, 4.68, 0.27], [1.33, 5.55, 0.11], [1.52, 7.00, -0.23], [0.05, 4.99, 0.23], [-0.21, 3.66, 0.49], [-1.62, 3.28, 0.47], [-2.13, 2.12, 0.61], [-3.59, 1.98, 0.50], [-3.99, 0.81, -0.41], [-4.21, -0.54, 0.27], [-2.99, -0.99, 0.98], [-3.06, -2.02, 1.73], [-1.96, -2.50, 2.56], [-1.92, -3.83, 2.97], [-0.96, -1.62, 3.02], [-0.79, -0.37, 2.66], [0.88, 2.77, 0.73], [0.74, 1.51, 0.95], [-0.05, -6.06, 4.78], [-0.94, -6.45, 3.31], [-1.81, -6.05, 4.79], [0.76, -3.82, 5.01], [0.15, -0.31, 5.15], [2.35, -0.08, 5.08], [2.62, -2.52, 3.43], [3.91, -1.48, 4.05], [2.01, -0.94, 1.70], [3.75, -1.12, 1.66], [3.73, 1.01, 3.27], [2.11, 1.25, 2.61], [4.62, 1.09, 1.07], [4.21, 2.96, 0.10], [3.40, 5.05, 0.15], [2.57, 7.28, -0.18], [0.97, 7.64, 0.46], [1.17, 7.22, -1.23], [-0.80, 5.65, 0.06], [-2.30, 4.12, 0.28], [-4.02, 2.90, 0.09], [-4.00, 1.84, 1.50], [-3.25, 0.71, -1.22], [-4.92, 1.06, -0.92], [-4.48, -1.27, -0.48], [-5.04, -0.46, 0.98], [-3.99, -2.60, 1.79], [-2.70, -4.50, 2.62], [0.62, -1.95, -7.60], [0.40, -1.59, -6.16], [-0.03, -2.55, -5.24], [-0.25, -2.24, -3.91], [-0.72, -3.34, -2.99], [-0.07, -0.90, -3.49], [0.35, 0.08, -4.40], [0.59, 1.53, -4.02], [0.59, -0.29, -5.71], [-0.34, -0.53, -2.09], [-0.16, -1.36, -1.12], [-0.78, 0.63, -1.78], [0.70, -3.02, -7.74], [1.52, -1.47, -7.99], [-0.22, -1.59, -8.20], [-0.19, -3.57, -5.57], [-0.97, -4.22, -3.58], [-1.60, -3.06, -2.41], [0.06, -3.62, -2.28], [1.17, 1.61, -3.11], [-0.35, 2.05, -3.85], [1.13, 2.03, -4.82], [0.93, 0.46, -6.41]]}

Record 3
{"formula": "C2H3N5S", "method": "wB97M-V/def2-TZVPD", "smiles": "[H]/N=c1\\nncnn1S", "relative_energy_kj_mol": 281.3, "symbols": ["H", "N", "C", "N", "N", "C", "N", "N", "S", "H", "H"], "xyz": [[1.12, -2.15, -1.70], [1.33, -1.36, -0.96], [0.18, -0.68, -0.75], [-1.14, -0.61, -1.35], [-2.13, -0.07, -0.92], [-2.03, 0.44, 0.36], [-0.89, 0.53, 1.11], [0.22, 0.16, 0.40], [1.80, 0.78, 0.94], [-2.89, 0.55, 0.90], [2.31, -0.04, 0.03]]}

Record 4
{"formula": "C15H21F3N2NbO2S", "method": "wB97M-V/def2-TZVPD", "total_charge": -1, "symbols": ["C", "S", "O", "O", "Nb", "C", "C", "C", "F", "C", "F", "F", "H", "H", "H", "H", "H", "H", "H", "H", "H", "H", "H", "N", "C", "C", "C", "C", "C", "H", "H", "H", "H", "H", "N", "C", "C", "C", "C", "C", "H", "H", "H", "H", "H"], "xyz": [[2.38, -2.42, 0.28], [1.78, -0.70, 0.81], [2.97, 0.25, 1.14], [0.95, -0.92, 2.10], [0.43, 0.27, -1.11], [-0.93, 1.25, 0.44], [-2.48, 0.71, 0.45], [-2.65, -0.91, 0.59], [-2.08, -1.74, 1.70], [-3.42, -1.59, -0.53], [-3.06, -1.09, -1.91], [-4.48, -2.61, -0.31], [1.55, -3.01, -0.29], [2.85, -3.03, 1.16], [3.26, -2.25, -0.51], [1.49, 1.75, -1.14], [1.60, -0.48, -2.31], [-0.57, -1.23, -1.23], [-0.52, 0.94, -2.53], [-0.41, 1.23, 1.51], [-0.98, 2.41, 0.15], [-3.09, 1.12, -0.48], [-2.99, 1.18, 1.42], [-2.37, 1.33, -4.85], [-2.44, 2.63, -5.24], [-3.62, 3.34, -5.32], [-4.81, 2.69, -5.00], [-4.77, 1.36, -4.60], [-3.54, 0.73, -4.54], [-1.49, 3.09, -5.48], [-3.62, 4.38, -5.64], [-5.76, 3.22, -5.06], [-5.68, 0.82, -4.35], [-3.45, -0.31, -4.23], [3.08, -1.70, 5.34], [4.16, -2.05, 6.06], [5.44, -1.58, 5.80], [5.62, -0.70, 4.74], [4.52, -0.33, 3.98], [3.28, -0.85, 4.32], [3.98, -2.74, 6.88], [6.28, -1.89, 6.42], [6.60, -0.31, 4.51], [4.62, 0.36, 3.14], [2.39, -0.58, 3.75]]}

Strongest force on any atom readings, ordered: 0.9 0.5 6.3 5.3 eV/Å
E_tot readings, ordered: -18061.984 -51077.179 -20403.707 -43496.401 eV